(1)
Density functional theory data (the ωB97M-V functional and the def2-TZVPD basis) for C30H43ClGdIN3O6P3 as an isolated structure in a non-equilibrium geometry.

## Properties
- ΔE to the lowest compared entry with this formula, charge and spin (kJ/mol) = 129.9
- total charge = +2
- energy (eV) = -117879.05515
- E_HOMO (spin up / spin down) (Ha) = -0.5043 / -0.4955
- multiplicity = 8

Atoms and positions in Å:
Gd -20.700 5.600 0.025
C -21.778 5.530 5.721
O -21.087 5.719 4.408
C -21.767 5.570 3.242
O -21.554 6.298 2.266
N -22.745 4.612 3.213
N -23.603 4.596 2.068
H -21.234 6.195 6.364
H -21.592 4.520 6.091
H -22.850 5.647 5.514
H -22.865 4.005 4.037
H -24.451 4.181 2.442
H -23.201 3.919 1.418
C -23.128 4.858 -3.426
P -21.504 4.377 -2.776
C -21.525 2.569 -2.778
C -20.165 4.796 -4.023
C -19.609 6.222 -3.755
P -18.779 6.361 -2.175
C -18.196 8.099 -2.257
C -17.327 5.311 -2.343
H -23.341 4.432 -4.437
H -23.259 5.966 -3.585
H -23.829 4.513 -2.663
H -21.988 1.971 -3.543
H -22.061 2.408 -1.856
H -20.465 2.249 -2.759
H -20.583 4.713 -5.078
H -19.300 4.114 -3.780
H -20.360 6.969 -3.681
H -18.969 6.548 -4.619
H -17.612 8.279 -3.136
H -17.556 8.245 -1.359
H -18.985 8.831 -2.283
H -17.012 5.312 -3.431
H -17.566 4.261 -2.052
H -16.502 5.623 -1.735
O -18.919 6.764 1.038
P -18.036 7.115 2.204
C -17.983 5.752 3.251
C -17.675 6.000 4.610
C -17.521 4.993 5.495
C -17.772 3.678 5.129
C -18.120 3.418 3.826
C -18.192 4.445 2.835
C -18.458 8.652 3.061
C -17.406 9.512 3.518
C -17.761 10.746 4.044
C -19.041 11.144 4.190
C -20.058 10.333 3.790
C -19.831 9.103 3.186
C -16.317 7.379 1.732
C -15.307 6.507 2.089
C -14.032 6.830 1.695
C -13.803 7.941 0.874
C -14.828 8.801 0.463
C -16.063 8.520 0.965
H -17.595 7.073 4.941
H -17.278 5.162 6.526
H -17.660 2.985 5.887
H -18.236 2.375 3.447
H -18.288 4.101 1.829
H -16.404 9.253 3.327
H -16.985 11.414 4.315
H -19.254 11.975 4.837
H -21.146 10.656 3.789
H -20.647 8.375 3.004
H -15.535 5.686 2.714
H -13.203 6.139 1.928
H -12.781 8.082 0.565
H -14.635 9.586 -0.215
H -16.853 9.250 0.775
Cl -20.972 1.008 2.690
C -19.943 1.532 1.295
C -20.216 2.896 0.731
O -19.298 3.403 0.019
O -21.330 3.478 0.883
H -20.122 0.794 0.467
H -18.959 1.464 1.662
N -24.514 7.068 0.504
C -23.460 7.510 -0.265
O -22.660 6.625 -0.683
C -23.285 8.988 -0.605
I -21.276 9.630 -0.300
H -24.399 6.160 0.947
H -25.134 7.672 1.029
H -23.946 9.612 -0.048
H -23.480 9.084 -1.664

Forces on atoms 1 to 3 (eV/Å):
Gd 1.0 0.1 -0.1
C 0.4 -1.0 -1.8
O -0.8 0.0 -0.8

(2)
Density functional theory data (the ωB97M-V functional and the def2-TZVPD basis) for C30H43F5LuP2 as an isolated structure in a non-equilibrium geometry.

## Properties
- ΔE to the lowest compared entry with this formula, charge and spin (kJ/mol) = 1037.1
- total charge = +1
- energy (eV) = -97576.52180
- E_HOMO (spin up / spin down) (Ha) = -0.3437 / -0.3437

Atoms and positions in Å:
Lu -1.521 0.908 -1.157
C -0.603 -2.322 2.424
C 0.748 -2.494 2.009
C 0.733 -1.134 3.861
C -0.611 -1.497 3.580
C 1.559 -1.692 2.849
C -1.794 -2.962 1.827
H -1.635 -3.197 0.764
H -2.663 -2.292 1.892
H -2.072 -3.904 2.337
C -1.796 -1.148 4.386
H -2.717 -1.430 3.871
H -1.835 -0.072 4.584
H -1.775 -1.662 5.354
C 1.246 -0.475 5.074
H 1.527 -1.237 5.815
H 0.496 0.169 5.538
H 2.139 0.122 4.860
C 3.023 -1.520 2.744
H 3.553 -2.105 3.513
H 3.320 -0.470 2.880
H 3.396 -1.845 1.765
C 1.272 -3.427 0.992
H 1.847 -4.251 1.444
H 1.950 -2.907 0.304
H 0.464 -3.885 0.422
C -1.512 0.786 -3.312
C -1.826 -0.710 -3.392
C -1.140 -1.491 -4.553
C 0.383 -1.289 -4.545
C 0.962 -0.584 -3.344
C 1.384 0.698 -3.429
C 0.711 1.803 -4.168
C -0.784 1.482 -4.400
H -1.568 -1.211 -5.537
H 0.668 -0.767 -5.473
H -1.336 -2.563 -4.404
H -0.852 0.861 -5.296
H -2.313 1.452 -2.816
H -2.887 -0.834 -3.692
H -1.350 2.410 -4.579
H 0.888 2.774 -3.681
H 2.288 0.969 -2.883
H 1.193 1.912 -5.145
H 0.853 -2.286 -4.612
H 1.372 -1.255 -2.580
P -1.583 -1.587 -1.745
P 2.361 1.177 0.377
C 0.311 2.037 -1.194
C 1.619 2.501 -0.707
H -0.043 2.698 -2.028
H 0.511 1.007 -1.642
H 2.288 2.644 -1.573
H 1.478 3.434 -0.140
C 3.321 2.475 1.217
H 3.983 2.008 1.956
H 2.587 3.123 1.727
H 3.886 3.069 0.476
C 3.620 0.381 -0.711
H 4.020 1.062 -1.481
H 3.211 -0.520 -1.201
H 4.441 0.060 -0.049
C -3.360 -1.162 -1.220
H -3.504 -1.874 -0.399
H -4.034 -1.398 -2.062
H -3.633 -0.156 -0.779
C -0.740 -3.197 -1.897
H 0.251 -3.126 -1.409
H -0.525 -3.639 -2.884
H -1.285 -3.968 -1.338
F -0.367 1.686 3.965
C -1.235 2.348 3.153
C -1.492 1.926 1.862
C -2.233 2.781 1.091
F -2.779 2.383 -0.202
C -2.608 4.063 1.486
F -3.118 4.889 0.555
C -2.423 4.438 2.811
F -2.886 5.625 3.248
C -1.774 3.547 3.666
F -1.648 3.837 4.979

Forces on atoms 1 to 3 (eV/Å):
Lu 1.9 0.5 2.7
C 0.0 -0.3 -0.1
C 0.0 -0.1 0.0

(3)
Density functional theory data (the ωB97M-V functional and the def2-TZVPD basis) for an isolated ion of composition C30H43N4O2 and charge +1.

## Properties
- ΔE to the lowest compared entry with this formula, charge and spin (kJ/mol) = 0.0
- SMILES = CCCC(CCC)C(=O)Nc1ccc2c(c1)N(C(=O)CC[NH+]1CCN(C)CC1)c1ccccc1CC2
- total charge = +1
- energy (eV) = -41859.92408
- E_HOMO (Ha) = -0.4062

Atoms and positions in Å:
C -0.675 -1.850 -3.804
C -1.777 -1.292 -4.696
C -3.140 -1.192 -4.010
C -3.283 -0.084 -2.945
C -3.008 1.311 -3.517
C -3.633 2.432 -2.683
C -5.147 2.522 -2.839
C -2.413 -0.338 -1.728
O -1.516 0.403 -1.366
N -2.762 -1.471 -1.049
C -2.161 -1.997 0.093
C -2.816 -2.967 0.852
C -2.217 -3.475 1.984
C -0.973 -3.034 2.445
C -0.338 -2.058 1.686
C -0.906 -1.587 0.506
N 0.936 -1.507 1.993
C 1.178 -0.197 1.961
O 2.323 0.272 1.873
C 0.016 0.775 2.137
C 0.009 1.844 1.040
N 1.355 2.445 0.897
C 1.568 3.622 1.758
C 3.029 4.052 1.672
N 3.342 4.392 0.299
C 4.652 4.993 0.158
C 3.169 3.226 -0.545
C 1.712 2.780 -0.493
C 2.008 -2.447 2.135
C 3.004 -2.558 1.181
C 4.011 -3.490 1.367
C 4.008 -4.299 2.490
C 3.004 -4.180 3.435
C 1.992 -3.247 3.273
C 0.869 -3.081 4.254
C -0.435 -3.664 3.702
H -0.970 -2.807 -3.379
H 0.232 -2.001 -4.384
H -0.442 -1.167 -2.992
H -1.481 -0.314 -5.075
H -1.892 -1.954 -5.557
H -3.377 -2.164 -3.568
H -3.894 -0.995 -4.775
H -4.323 -0.118 -2.599
H -3.397 1.366 -4.534
H -1.928 1.463 -3.554
H -3.196 3.380 -3.000
H -3.377 2.285 -1.631
H -5.643 1.620 -2.487
H -5.411 2.671 -3.883
H -5.535 3.361 -2.267
H -3.582 -1.966 -1.370
H -3.787 -3.328 0.548
H -2.731 -4.236 2.551
H -0.348 -0.893 -0.098
H 0.172 1.246 3.113
H -0.945 0.266 2.155
H -0.292 1.395 0.090
H -0.718 2.625 1.277
H 2.021 1.667 1.252
H 1.311 3.368 2.787
H 0.925 4.434 1.410
H 3.674 3.242 2.060
H 3.179 4.935 2.295
H 4.800 5.275 -0.882
H 5.462 4.317 0.462
H 4.695 5.891 0.770
H 3.821 2.389 -0.235
H 3.424 3.495 -1.571
H 1.560 1.904 -1.124
H 1.063 3.588 -0.838
H 2.992 -1.925 0.308
H 4.795 -3.585 0.631
H 4.793 -5.027 2.631
H 3.008 -4.811 4.312
H 1.113 -3.599 5.182
H 0.729 -2.021 4.486
H -1.206 -3.597 4.474
H -0.280 -4.729 3.499

Forces on atoms 1 to 3 (eV/Å):
C -0.1 0.1 -0.2
C -0.1 -0.1 0.2
C 0.1 0.1 -0.1

(4)
Density functional theory data (the ωB97M-V functional and the def2-TZVPD basis) for a 2-piece molecular cluster, C30H44BrN4O4 overall in a non-equilibrium geometry.

## Properties
- total charge = +1
- energy (eV) = -116004.48824
- E_HOMO (Ha) = -0.3832

Atoms and positions in Å:
C 4.892 -1.538 -4.255
C 3.821 -0.817 -3.796
N 3.637 -0.559 -2.392
C 4.648 0.282 -1.709
O 5.576 -0.503 -1.031
C 5.914 -0.051 0.240
C 6.191 1.281 0.515
C 6.491 1.643 1.820
C 6.526 0.713 2.845
C 6.287 -0.626 2.555
C 5.983 -0.993 1.253
C 2.598 -1.062 -1.764
N 2.400 -0.918 -0.414
C 2.654 -2.211 0.282
C 2.732 -3.410 -0.681
Br 4.572 -3.867 -1.146
C 1.780 -3.274 -1.897
C 2.132 -4.228 -3.044
C 1.113 -4.275 -4.161
N 0.854 -5.307 -4.842
C 0.368 -3.737 -1.359
C -0.838 -2.942 -1.876
C -1.201 -1.757 -0.978
C -2.502 -1.091 -1.369
C -2.924 -0.999 -2.691
C -4.122 -0.384 -3.027
C -4.941 0.157 -2.048
C -4.539 0.044 -0.725
C -3.342 -0.564 -0.395
N 1.658 -1.852 -2.356
H 4.799 -2.526 -4.697
H 5.904 -1.138 -4.177
H 3.082 -0.395 -4.474
H 4.146 1.002 -1.059
H 5.149 0.860 -2.487
H 6.179 2.030 -0.267
H 6.708 2.677 2.053
H 6.736 0.995 3.867
H 6.304 -1.399 3.310
H 5.775 -2.028 1.009
H 2.891 -0.125 -0.022
H 1.791 -2.408 0.922
H 3.518 -2.184 0.938
H 2.354 -4.258 -0.120
H 3.116 -4.021 -3.468
H 2.171 -5.227 -2.607
H 0.558 -3.382 -4.453
H 1.400 -6.111 -4.524
H 0.385 -3.566 -0.280
H 0.235 -4.806 -1.515
H -1.699 -3.614 -1.831
H -0.744 -2.658 -2.921
H -1.347 -2.153 0.032
H -0.382 -1.036 -0.918
H -2.340 -1.407 -3.507
H -4.431 -0.320 -4.063
H -5.866 0.653 -2.304
H -5.203 0.461 0.023
H -3.089 -0.616 0.658
H 1.624 -1.734 -3.360
C -5.191 4.911 6.219
O -4.652 4.043 5.245
C -5.456 2.911 4.966
C -5.474 2.588 3.488
O -6.199 3.499 2.680
C -5.677 4.801 2.471
C -4.428 4.864 1.622
O -3.289 4.385 2.323
C -2.426 3.602 1.535
H -5.032 4.518 7.229
H -4.677 5.866 6.129
H -6.261 5.078 6.058
H -6.482 3.064 5.315
H -5.032 2.050 5.502
H -6.000 1.636 3.377
H -4.462 2.436 3.107
H -5.540 5.332 3.415
H -6.461 5.329 1.922
H -4.240 5.912 1.357
H -4.585 4.291 0.701
H -2.985 2.855 0.960
H -1.747 3.079 2.209
H -1.841 4.233 0.855

Forces on atoms 1 to 3 (eV/Å):
C 0.2 0.7 0.4
C -0.3 -1.0 -0.5
N 1.0 2.5 -0.4

(5)
Density functional theory data (the ωB97M-V functional and the def2-TZVPD basis) for a 6-piece molecular cluster, C30H44F5NO14S overall in a non-equilibrium geometry.

## Properties
- SMILES = O=C1NC(=O)c2c1cccc2S(=O)(=O)C(F)(F)C(F)(F)F.CCOC(C)=O.CCOC(C)=O.CCOC(C)=O.CCOC(C)=O.CCOC(C)=O
- total charge = 0
- energy (eV) = -86399.24036
- E_HOMO (Ha) = -0.3548

Atoms and positions in Å:
O 2.052 3.391 -0.038
C 0.879 3.174 -0.078
N 0.203 1.932 -0.276
C -1.161 1.922 0.155
O -1.727 0.922 0.480
C -1.585 3.427 0.135
C -0.319 4.173 0.023
C -0.312 5.625 -0.006
C -1.601 6.316 0.099
C -2.862 5.563 0.208
C -2.878 4.090 0.207
S -4.411 3.126 0.292
O -4.324 1.788 -0.254
O -4.850 3.176 1.691
C -5.743 3.991 -0.717
F -5.349 3.821 -2.036
F -5.897 5.307 -0.376
C -7.168 3.290 -0.589
F -8.088 4.239 -0.193
F -7.613 2.810 -1.790
F -7.222 2.276 0.304
H 0.448 1.375 -1.095
H 0.631 6.198 -0.121
H -1.592 7.427 0.076
H -3.788 6.166 0.293
C -6.329 8.631 4.431
C -6.186 8.025 3.050
O -4.824 7.669 2.779
C -4.259 6.507 3.157
C -4.973 5.625 4.145
O -3.159 6.220 2.754
H -6.049 7.924 5.212
H -7.358 8.949 4.605
H -5.671 9.496 4.535
H -6.850 7.172 2.895
H -6.458 8.769 2.300
H -4.610 5.846 5.148
H -4.750 4.587 3.899
H -6.057 5.721 4.119
C 0.257 -1.865 -4.206
C -0.418 -0.620 -4.742
O 0.173 0.564 -4.188
C 1.275 1.162 -4.674
C 2.120 0.434 -5.685
O 1.614 2.238 -4.246
H 1.307 -1.904 -4.482
H -0.234 -2.762 -4.586
H 0.218 -1.877 -3.115
H -0.424 -0.582 -5.833
H -1.463 -0.611 -4.427
H 2.925 -0.087 -5.167
H 2.545 1.168 -6.368
H 1.564 -0.272 -6.299
C 2.616 -4.546 0.768
C 3.486 -4.913 -0.415
O 2.920 -4.421 -1.639
C 3.102 -3.178 -2.101
C 3.698 -2.135 -1.193
O 2.723 -2.889 -3.211
H 2.541 -3.466 0.889
H 3.019 -4.968 1.689
H 1.599 -4.921 0.624
H 4.518 -4.580 -0.299
H 3.524 -5.998 -0.514
H 2.892 -1.579 -0.713
H 4.296 -1.454 -1.798
H 4.364 -2.539 -0.434
C 5.356 -9.517 -2.144
C 4.692 -8.264 -2.678
O 5.290 -7.086 -2.125
C 6.395 -6.494 -2.613
C 7.235 -7.225 -3.627
O 6.737 -5.423 -2.184
H 6.410 -9.564 -2.421
H 4.857 -10.409 -2.527
H 5.315 -9.532 -1.053
H 4.687 -8.224 -3.769
H 3.647 -8.249 -2.364
H 8.039 -7.751 -3.112
H 7.664 -6.492 -4.310
H 6.675 -7.927 -4.242
C -0.277 -2.656 5.854
C 1.089 -2.011 5.968
O 2.006 -2.568 5.018
C 2.110 -2.156 3.742
C 1.049 -1.254 3.167
O 3.009 -2.564 3.052
H -0.725 -2.480 4.875
H -0.951 -2.265 6.618
H -0.197 -3.738 5.976
H 1.048 -0.923 5.880
H 1.507 -2.226 6.952
H 0.304 -1.860 2.651
H 1.524 -0.581 2.452
H 0.560 -0.622 3.905

Forces on atoms 1 to 3 (eV/Å):
O -0.4 -0.2 -0.1
C -2.5 0.5 -0.6
N 0.7 0.1 0.1

Number 3 is which compound?
C30H43N4O2

energy of number 5 (C30H44F5NO14S)?
-86399.24036 eV